(1)
Entry from the Open Molecules 2025 dataset: C37H88BaF3N6O11S as an isolated structure at a distorted geometry (ωB97M-V/def2-TZVPD).

2S+1: 2
Net charge: +2
Gap between HOMO and LUMO (alpha / beta) (eV): 7.815 / 4.363
Highest occupied orbital energy (alpha / beta) (eV): -11.9 / -11.9

XYZ file:
```
147
Properties=species:S:1:pos:R:3:forces:R:3:lowdin_charge:R:1
Ba 25.361 20.423 16.667 0.2 0.1 -0.5 2.043
C 28.082 24.744 15.774 -3.4 -0.1 3.5 -0.655
F 28.258 26.087 15.804 0.2 -0.4 0.1 0.115
F 28.389 24.270 14.659 1.2 -0.9 -3.5 0.203
F 28.835 24.151 16.723 0.1 0.6 -0.1 0.108
S 26.183 24.307 16.110 0.3 1.4 -3.1 0.537
O 26.099 22.834 16.098 0.6 1.1 0.1 -0.525
O 25.896 24.966 17.335 -0.1 -0.1 2.0 -0.294
O 25.496 24.977 14.981 1.9 -1.7 1.8 -0.327
C 30.138 25.848 19.340 -0.1 -0.5 1.2 -0.046
C 28.941 26.152 20.314 2.3 -0.6 0.1 -0.415
C 29.345 27.179 21.404 -0.3 -1.6 -1.0 -0.204
O 30.172 26.511 22.371 -1.0 2.6 0.0 -0.173
C 30.590 27.476 23.393 0.9 -1.6 -0.1 -0.081
N 27.881 26.593 19.461 -0.7 0.8 0.1 0.046
H 30.354 26.711 18.711 -0.1 0.2 -0.1 0.062
H 29.824 25.011 18.717 0.2 0.1 -0.2 0.051
H 31.075 25.579 19.829 -0.1 -0.1 0.2 0.081
H 28.642 25.209 20.772 0.1 0.1 0.4 0.141
H 28.409 27.591 21.782 0.1 0.1 0.6 0.121
H 29.878 27.965 20.871 0.3 0.4 0.2 0.111
H 31.181 26.809 24.021 0.0 0.4 0.4 0.089
H 29.831 27.988 23.985 -0.6 -0.5 -0.3 0.086
H 31.262 28.261 23.046 0.0 -0.1 -0.6 0.081
H 27.564 25.775 18.960 -0.4 0.0 -0.3 0.048
H 28.404 27.144 18.795 -0.6 0.4 -0.6 0.039
C 21.886 23.653 18.669 0.6 -0.2 -1.0 -0.037
C 22.652 22.549 17.845 -1.0 2.2 0.2 -0.359
C 22.707 22.995 16.307 -0.1 -2.2 1.8 -0.136
O 23.180 21.755 15.723 -0.1 0.6 -2.5 -0.406
C 22.688 21.540 14.328 -0.8 -0.1 1.0 -0.029
N 24.014 22.396 18.423 -0.6 -0.5 -1.3 -0.027
H 21.874 23.524 19.751 -0.1 -0.5 -0.1 0.078
H 20.878 23.837 18.296 0.0 -0.2 0.1 0.082
H 22.453 24.569 18.501 0.0 0.3 0.0 0.071
H 22.139 21.590 17.917 -0.1 0.0 -0.2 0.131
H 23.329 23.864 16.090 0.4 -0.2 0.1 0.099
H 21.721 23.227 15.904 -0.2 -0.1 0.3 0.131
H 21.630 21.291 14.409 -0.1 -0.2 0.2 0.093
H 23.182 20.684 13.870 0.3 0.2 0.3 0.068
H 22.682 22.392 13.648 0.8 0.4 0.4 0.101
H 24.458 23.276 18.202 0.6 0.3 0.5 0.042
H 23.882 22.317 19.421 0.2 0.3 0.2 0.077
C 26.814 17.649 19.419 0.0 0.5 0.4 -0.021
C 26.375 19.066 19.954 0.1 -0.2 -1.5 -0.372
C 27.362 20.210 19.638 -0.4 -1.9 1.1 -0.169
O 27.631 20.299 18.219 -1.3 -0.6 2.4 -0.334
C 28.784 21.036 18.069 2.3 0.6 -1.6 -0.118
N 25.132 19.391 19.250 -1.3 -1.2 0.0 -0.111
H 27.256 17.653 18.423 0.0 0.3 0.0 0.069
H 25.963 16.970 19.363 -0.3 0.2 0.0 0.079
H 27.499 17.119 20.081 0.2 0.4 0.1 0.089
H 26.117 18.935 21.005 0.7 0.5 0.3 0.148
H 28.206 19.847 20.224 0.9 0.6 -0.5 0.134
H 27.033 21.160 20.057 -0.1 0.1 -0.2 0.138
H 29.576 20.777 18.772 -0.2 -0.2 0.3 0.108
H 28.678 22.121 18.087 -0.5 0.1 0.2 0.089
H 29.177 20.773 17.087 0.1 0.3 -0.2 0.073
H 24.554 20.077 19.714 0.4 0.8 0.3 0.064
H 24.605 18.568 19.502 -0.8 -0.4 -0.7 0.080
C 22.133 27.361 12.526 0.3 -1.2 1.2 -0.028
C 23.232 26.802 13.536 -0.6 3.3 -1.6 -0.457
C 22.849 26.633 14.970 -2.7 -0.1 1.5 -0.181
O 22.183 27.803 15.516 1.6 1.0 -0.4 -0.191
C 21.977 27.832 16.916 -0.6 -0.8 -0.5 -0.109
N 23.855 25.649 13.000 0.2 -1.5 0.0 0.036
H 21.289 26.671 12.528 -0.3 0.1 0.3 0.071
H 22.486 27.276 11.498 0.5 0.3 0.1 0.068
H 21.807 28.375 12.758 0.1 -0.1 0.0 0.071
H 24.015 27.557 13.471 0.0 0.9 0.7 0.123
H 23.587 26.206 15.649 0.8 0.7 -0.2 0.093
H 22.045 25.903 15.066 -0.2 -0.8 -0.5 0.120
H 21.257 27.035 17.101 -0.1 -0.2 0.7 0.082
H 21.519 28.765 17.243 0.0 0.1 -0.5 0.090
H 22.852 27.694 17.551 0.5 -0.2 -0.3 0.067
H 24.419 25.353 13.783 0.1 -0.8 -0.5 -0.011
H 24.554 26.026 12.375 0.0 -0.4 -0.6 0.083
C 27.873 19.251 14.119 1.7 0.8 -1.1 -0.191
C 27.116 20.463 13.502 -0.1 -0.5 2.0 -0.182
O 25.699 20.380 13.806 0.4 0.2 0.1 -0.192
O 27.671 18.960 15.529 -1.5 0.5 -1.0 -0.160
H 28.925 19.532 14.073 0.2 0.3 -0.3 0.107
H 27.818 18.429 13.406 -0.6 -0.7 0.6 0.125
H 27.288 20.615 12.436 0.1 -0.5 0.0 0.136
H 27.507 21.356 13.989 -0.4 0.2 0.1 0.095
H 25.283 19.772 13.190 0.0 -0.1 -0.2 0.096
H 28.381 18.390 15.831 0.1 0.0 -0.1 0.098
C 31.363 24.025 13.216 0.9 -0.5 0.1 -0.007
C 31.417 22.483 12.950 -0.1 0.8 -0.7 -0.493
C 32.728 22.153 12.186 1.1 -0.3 0.4 -0.142
C 33.923 22.112 13.090 0.3 -0.7 1.2 -0.187
C 33.664 21.190 14.314 0.3 1.7 -0.7 -0.126
C 32.413 21.558 15.131 -0.8 -1.7 0.7 -0.440
N 31.267 21.726 14.186 1.9 -2.6 -0.7 -0.116
O 29.996 21.821 14.787 0.9 0.6 -0.2 -0.024
C 32.188 20.237 15.999 -0.5 1.3 0.5 -0.009
C 32.512 22.797 16.007 0.8 0.5 0.7 -0.019
C 30.306 22.060 12.013 -0.7 1.0 -0.1 -0.037
H 32.248 24.304 13.788 0.1 0.0 0.1 0.071
H 30.517 24.333 13.830 -0.2 0.0 -0.4 0.055
H 31.448 24.604 12.297 -0.5 -0.1 -0.1 0.094
H 32.741 21.198 11.661 -0.8 -0.1 0.0 0.126
H 33.028 22.909 11.461 -1.0 0.2 -0.3 0.126
H 34.181 23.148 13.308 0.1 0.0 0.8 0.107
H 34.826 21.688 12.652 -0.1 0.1 -0.6 0.118
H 34.585 21.256 14.892 -0.3 -0.1 0.7 0.127
H 33.577 20.146 14.013 -0.1 0.2 -0.4 0.113
H 32.810 19.389 15.713 -0.5 0.0 -0.5 0.075
H 32.447 20.378 17.048 0.2 0.4 0.1 0.071
H 31.114 20.060 16.046 0.0 -0.6 -0.3 0.048
H 32.553 22.680 17.090 -0.1 -0.8 0.1 0.077
H 33.476 23.271 15.818 -0.2 0.6 -0.3 0.089
H 31.664 23.470 15.883 0.3 0.2 -0.3 0.062
H 30.408 22.576 11.058 0.3 -0.3 -0.2 0.094
H 29.364 22.471 12.375 -0.3 -0.5 0.2 0.067
H 30.286 20.977 11.890 -0.1 0.1 0.0 0.095
H 29.959 22.772 14.908 -0.7 0.3 0.6 0.037
C 29.082 31.988 16.166 -1.2 0.4 -1.0 0.004
C 29.168 30.689 16.895 1.9 -1.1 1.5 -0.480
C 29.148 30.902 18.418 -2.4 -0.1 1.0 -0.102
C 27.662 31.180 18.870 2.1 1.1 -0.2 -0.160
C 26.734 30.080 18.511 -0.2 0.4 -1.2 -0.118
C 26.714 29.760 16.938 -0.5 0.5 3.0 -0.419
N 28.129 29.692 16.462 -0.7 1.0 -0.5 0.118
O 28.300 29.137 15.211 0.1 1.2 1.2 0.121
C 26.034 28.426 16.901 0.5 -1.3 -0.7 -0.034
C 25.878 30.803 16.118 1.4 -1.2 -0.7 0.042
C 30.576 30.113 16.683 -0.1 -1.4 -1.1 -0.024
H 30.018 32.487 16.415 -0.3 0.4 -0.4 0.119
H 28.190 32.565 16.408 0.3 0.2 0.5 0.081
H 28.923 31.816 15.101 0.7 0.0 -0.2 0.108
H 29.569 30.048 18.949 -0.2 -0.3 -0.1 0.110
H 29.809 31.721 18.702 -0.1 0.2 -0.4 0.135
H 27.409 32.084 18.316 -0.4 0.1 0.0 0.102
H 27.574 31.497 19.909 0.2 -0.4 0.1 0.126
H 25.745 30.462 18.763 -0.3 -0.4 -0.2 0.135
H 26.892 29.162 19.077 0.2 -0.1 -0.1 0.107
H 25.239 28.348 17.642 -0.4 0.6 -0.5 0.104
H 25.737 28.189 15.879 -0.4 -0.3 0.2 0.100
H 26.682 27.640 17.288 0.3 -0.1 -0.3 0.059
H 26.088 30.470 15.102 0.0 0.6 -0.4 0.092
H 24.814 30.588 16.207 0.1 0.3 0.7 0.108
H 26.221 31.828 16.267 -0.5 -0.1 0.1 0.082
H 30.794 30.032 15.618 0.3 0.1 0.0 0.096
H 30.635 29.103 17.089 -0.2 -0.2 0.0 0.081
H 31.394 30.616 17.199 -0.5 0.6 -0.1 0.110
H 28.479 28.206 15.364 -0.1 -0.9 -0.1 0.118
```
Positions in Å, forces in eV/Å.

(2)
Entry from the Open Molecules 2025 dataset: C31H47IrNO4P2 as an isolated structure at a distorted geometry (ωB97M-V/def2-TZVPD).

2S+1: 6
Energy relative to the best compared isomer or geometry (same formula, charge and spin) (kJ/mol): 320.7
Net charge: +2
Gap between HOMO and LUMO (alpha / beta) (eV): 5.340 / 4.768
Highest occupied orbital energy (alpha / beta) (eV): -11.7 / -13.1

XYZ file:
```
86
Properties=species:S:1:pos:R:3:forces:R:3:lowdin_charge:R:1
Ir 1.119 1.259 0.042 1.4 -3.8 5.6 1.375
C 1.433 1.142 2.489 1.0 0.2 -0.8 -0.205
C 2.514 1.713 1.747 -0.2 0.2 1.2 -0.276
C 0.553 2.916 1.266 -0.4 0.9 0.6 -0.307
C 0.229 1.839 2.172 -0.3 0.9 -1.0 -0.232
C 1.997 2.854 1.004 -0.2 0.8 -0.2 -0.356
C 1.517 0.047 3.497 -0.1 -0.6 0.1 0.013
H 2.421 -0.572 3.361 -0.3 0.4 0.2 0.100
H 0.640 -0.623 3.416 0.4 0.4 0.2 0.063
H 1.509 0.456 4.540 0.1 -0.1 -0.9 0.135
C -1.076 1.546 2.821 -0.6 -0.3 -0.5 0.007
H -1.279 0.452 2.840 0.1 0.8 0.1 0.054
H -1.913 2.016 2.257 0.5 -0.2 0.6 0.109
H -1.048 1.897 3.867 -0.1 0.0 -0.4 0.123
C -0.377 4.029 0.867 -0.1 0.0 0.0 -0.010
H -0.582 4.717 1.702 0.1 -0.3 -0.2 0.110
H -1.332 3.618 0.528 0.1 0.1 0.1 0.083
H 0.025 4.618 0.036 0.0 -0.1 0.2 0.079
C 2.792 3.928 0.325 0.0 -0.1 0.1 -0.007
H 3.179 4.660 1.044 0.0 -0.2 0.0 0.110
H 2.172 4.478 -0.386 0.1 -0.1 0.0 0.077
H 3.629 3.488 -0.217 0.1 0.1 0.0 0.085
C 3.930 1.256 1.877 0.0 0.0 -0.3 -0.001
H 4.358 1.595 2.829 -0.1 0.0 -0.2 0.114
H 4.549 1.644 1.065 0.0 -0.1 0.1 0.089
H 3.974 0.163 1.867 0.1 0.1 0.0 0.086
C -0.608 -0.910 0.289 0.2 0.3 0.6 -0.083
C 0.636 -1.426 0.524 -0.3 0.5 0.1 -0.114
C 1.612 -1.925 -0.478 0.2 -0.4 -0.6 -0.167
C 1.696 -1.087 -1.781 0.8 -1.2 -0.2 -0.231
C 1.418 0.399 -1.747 -0.7 0.8 -1.5 -0.357
C 0.102 1.089 -1.637 -0.1 0.7 -2.7 -0.476
C -1.297 0.546 -1.656 -0.5 0.1 0.4 -0.211
C -1.366 -0.852 -1.004 -0.1 0.1 -0.4 -0.157
H 1.332 -2.978 -0.730 0.3 0.6 0.1 0.142
H 1.092 -1.618 -2.555 0.5 0.9 0.9 -0.003
H 2.605 -1.982 -0.007 -0.3 0.0 -0.1 0.118
H -1.018 -1.609 -1.717 0.0 0.2 0.3 0.078
H -1.207 -0.628 1.168 0.4 -0.2 -0.5 0.082
H 0.924 -1.652 1.558 -0.2 0.5 -0.3 0.086
H -2.421 -1.069 -0.782 0.3 0.0 -0.1 0.138
H -1.941 1.244 -1.086 0.3 -0.3 -0.2 0.125
H 0.196 2.129 -2.040 -0.4 -0.3 0.0 0.034
H -1.726 0.518 -2.673 0.3 0.0 0.3 0.084
H 2.729 -1.168 -2.163 -0.3 -0.1 0.2 0.125
H 2.156 0.997 -2.370 -0.8 -0.7 0.9 0.102
P -0.147 -1.129 -4.198 -0.7 -0.2 -1.4 0.897
P 0.481 2.183 -4.199 -0.5 0.6 -2.2 0.996
C 0.214 -0.169 -5.742 -0.3 -0.6 -0.4 -0.404
C -0.187 1.296 -5.669 0.1 -1.0 0.1 -0.389
H -0.316 -0.688 -6.556 0.2 0.3 0.0 0.098
H 1.304 -0.297 -5.934 -0.7 0.2 0.1 0.091
H 0.236 1.823 -6.529 -0.1 0.2 0.1 0.093
H -1.272 1.448 -5.686 0.1 -0.2 0.1 0.094
C -0.432 3.709 -4.578 -0.3 0.4 0.5 -0.236
H -0.070 4.546 -3.968 -0.4 -0.1 -0.1 0.057
H -1.510 3.521 -4.440 0.4 0.3 0.1 0.064
H -0.277 3.952 -5.642 0.1 -0.1 0.4 0.072
C 2.133 2.647 -4.797 0.5 0.0 0.4 -0.222
H 2.010 2.916 -5.855 0.1 -0.1 0.2 0.066
H 2.833 1.802 -4.712 -0.1 0.5 0.0 0.057
H 2.480 3.546 -4.258 0.1 -0.6 -0.1 0.066
C -1.896 -1.747 -4.378 0.2 0.2 -0.4 -0.248
H -2.136 -2.378 -3.498 0.0 0.4 -0.6 0.052
H -1.946 -2.358 -5.301 -0.2 0.3 0.5 0.050
H -2.599 -0.902 -4.464 0.1 -0.4 0.2 0.045
C 0.671 -2.692 -4.729 0.1 0.0 0.1 -0.248
H 1.601 -2.459 -5.269 -0.2 -0.2 0.3 0.055
H -0.015 -3.216 -5.410 0.4 0.0 0.2 0.051
H 0.886 -3.305 -3.843 0.0 -0.1 -0.4 0.047
O -0.358 -2.782 3.090 1.2 -0.4 -0.6 0.260
C -1.490 -2.332 3.401 -4.4 2.1 0.8 -0.506
O -2.142 -1.386 2.878 1.9 -1.5 0.0 0.014
C -2.141 -2.965 4.596 0.2 -0.9 2.0 -0.124
C -1.431 -3.926 5.358 -0.4 0.0 0.4 -0.007
C -1.916 -4.405 6.585 0.0 0.2 -0.2 0.013
C -3.168 -3.951 7.073 0.3 -0.2 -0.9 -0.134
C -3.925 -3.038 6.286 0.2 0.1 0.2 0.020
C -3.389 -2.491 5.109 0.6 -0.4 -0.2 0.015
N -3.640 -4.509 8.306 1.7 2.2 -4.5 -0.328
O -2.917 -5.383 8.842 0.9 -2.1 2.1 0.169
O -4.731 -4.150 8.799 -2.4 0.4 1.6 0.179
H -0.475 -4.307 4.991 -0.3 0.1 0.2 0.120
H -1.338 -5.121 7.191 -0.3 0.5 -0.6 0.124
H -4.928 -2.754 6.632 0.6 0.0 -0.2 0.124
H -3.904 -1.704 4.548 0.0 -0.5 0.3 0.124
```
Positions in Å, forces in eV/Å.

(3)
Entry from the Open Molecules 2025 dataset: an isolated ion of composition C17H19N2 and charge +1 at a distorted geometry (ωB97M-V/def2-TZVPD).

Energy relative to the best compared isomer or geometry (same formula, charge and spin) (kJ/mol): 51.2
Net charge: +1
Gap between HOMO and LUMO (eV): 8.191
Highest occupied orbital energy (eV): -11.7
SMILES string: Cc1ccc(N2C=[N+](C)c3ccc(C)cc3C2)cc1

XYZ file:
```
38
Properties=species:S:1:pos:R:3:forces:R:3:nbo_charge:R:1
C 4.739 3.656 -1.490 0.8 -0.3 0.0 -0.640
C 3.606 2.757 -1.193 -1.1 -0.6 -0.2 0.024
C 3.893 1.387 -1.105 -0.5 -0.4 0.5 -0.217
C 2.906 0.428 -0.824 0.0 0.7 0.1 -0.141
C 1.577 0.848 -0.654 1.8 3.0 -1.1 0.053
N 0.550 -0.071 -0.585 -3.6 -0.8 -1.1 -0.360
C -0.518 0.099 -1.454 1.3 -0.9 2.3 0.389
N -1.703 -0.414 -1.199 0.1 -0.2 -0.9 -0.344
C -2.830 -0.095 -2.109 -0.2 -0.2 0.5 -0.410
C -1.949 -1.192 -0.028 -0.7 -0.5 1.6 0.157
C -3.251 -1.649 0.301 0.1 0.1 0.7 -0.227
C -3.537 -2.262 1.547 0.9 0.3 -0.9 -0.173
C -2.522 -2.443 2.515 -0.5 0.6 -1.4 0.016
C -2.832 -3.078 3.820 0.1 -0.2 0.6 -0.641
C -1.244 -2.016 2.164 1.1 0.5 -0.9 -0.182
C -0.921 -1.427 0.900 -0.9 0.0 0.5 -0.049
C 0.501 -1.046 0.543 -0.8 -0.2 -0.4 -0.226
C 1.267 2.260 -0.754 0.4 -0.2 -0.3 -0.200
C 2.277 3.218 -1.013 0.3 -2.3 0.2 -0.204
H 5.154 3.947 -0.522 0.4 0.2 -0.3 0.238
H 5.492 3.117 -2.094 -0.2 0.3 0.5 0.228
H 4.480 4.524 -2.063 -0.3 0.6 -0.1 0.230
H 4.933 1.056 -1.225 -0.5 0.2 0.0 0.228
H 3.179 -0.629 -0.760 -0.2 0.3 -0.1 0.219
H -0.414 0.660 -2.382 0.3 0.1 0.5 0.244
H -3.496 -0.956 -2.179 0.3 0.2 -0.2 0.233
H -3.384 0.736 -1.687 -0.2 0.1 0.2 0.226
H -2.511 0.213 -3.097 0.4 -0.2 0.0 0.232
H -4.071 -1.462 -0.390 0.1 -0.2 0.3 0.224
H -4.550 -2.620 1.753 0.3 0.3 -0.1 0.233
H -2.214 -2.659 4.617 0.0 -0.1 -0.1 0.232
H -2.625 -4.154 3.753 -0.1 0.2 0.2 0.241
H -3.876 -2.934 4.124 0.2 -0.1 -0.2 0.234
H -0.408 -2.121 2.877 -0.5 0.0 -0.3 0.224
H 1.008 -0.631 1.395 0.2 0.4 0.2 0.239
H 1.020 -1.954 0.267 0.4 -0.2 -0.3 0.220
H 0.220 2.641 -0.704 0.8 -0.6 0.2 0.220
H 2.053 4.267 -1.069 -0.1 0.2 -0.1 0.232
```
Positions in Å, forces in eV/Å.